No. 1
ORCA calculation (ωB97M-V with the def2-TZVPD basis set) on a molecular structure, C15H3Br4Cl5IN2O3Pd in a non-equilibrium geometry.

```
! RIJCOSX wB97M-V def2-TZVPD def2/J DEFGRID3
* xyz -1 1
H -6.758 -0.777 -0.094
Br 2.450 -2.775 0.519
H -4.506 0.343 0.464
H -4.488 0.437 -3.560
Cl -1.073 -0.943 4.182
C 3.803 -0.948 -1.274
Cl 1.179 0.977 -0.333
Br 5.389 0.074 -3.417
I -7.533 -1.152 -3.413
O -0.155 1.482 -0.573
C 0.320 -0.305 3.397
C 1.302 0.692 1.412
C 3.236 1.320 -2.006
C 2.611 -1.394 -0.784
C 0.066 0.298 2.082
N -4.171 0.593 -1.504
O 0.329 -1.343 -1.646
C -6.061 -0.399 -2.186
N -4.908 0.210 -0.450
C 4.009 0.175 -2.120
C -6.052 -0.401 -0.813
Cl 4.213 0.167 4.138
C 2.695 0.141 3.307
O -1.083 0.414 1.669
Br 5.346 -1.950 -0.801
Cl 1.740 -1.077 5.537
Br 3.379 2.703 -3.313
C -4.864 0.232 -2.574
Cl 4.015 1.234 1.289
C 2.569 0.637 2.029
C 1.274 -0.947 -1.084
C 1.549 -0.366 3.973
C 2.408 1.561 -0.944
Pd -2.229 1.087 -1.114
*
```

## Properties
- Kohn-Sham gap: 5.551 eV
- HOMO level: -3.8 eV
- Max |F|: 0.026 Eh/bohr
- E_tot: -13930.84881 a.u.



No. 2
ORCA calculation (ωB97M-V with the def2-TZVPD basis set) on a molecular structure, C22H8Cl5N6O8S6W in a non-equilibrium geometry.

```
! RIJCOSX wB97M-V def2-TZVPD def2/J DEFGRID3
* xyz 1 1
C 2.017 2.733 -3.112
S -3.595 3.077 2.141
W -0.638 0.423 -0.425
C 1.841 -3.443 2.621
C -2.926 0.527 -2.941
S 2.813 2.825 1.895
C -1.886 -1.749 1.475
N 0.789 1.647 0.843
H -4.921 0.965 0.905
Cl 3.598 -0.624 -4.530
O 1.755 -5.407 4.449
O -0.385 -5.342 4.586
C -1.954 3.567 2.360
C 0.311 2.653 1.675
H 2.510 0.111 -0.431
Cl 3.921 2.418 -4.993
C 2.123 1.647 0.840
H -1.701 4.400 2.988
C 2.643 0.468 -3.613
C -4.229 -0.507 -4.955
C -0.563 -3.369 2.749
Cl 1.584 -1.703 -2.452
S -3.091 -1.755 -4.327
O -2.934 -2.036 1.995
H 2.785 -3.841 2.969
S -2.266 1.549 -1.824
C 0.600 -1.892 1.194
C 1.790 -2.466 1.652
O -1.857 -0.816 0.517
C 1.103 2.228 -2.180
O 0.656 -0.920 0.276
N 3.095 -2.015 1.152
S -1.216 -1.331 -2.095
H -1.490 -3.711 3.184
C -1.131 2.736 1.702
C 1.237 3.374 2.327
Cl 2.176 4.422 -3.380
N -1.758 1.736 0.955
C -2.438 -0.772 -3.063
H 1.095 4.176 3.028
N 0.672 -4.982 4.139
H -3.590 -0.020 0.384
C 0.928 0.871 -1.916
O 3.302 -2.106 -0.032
C 1.716 0.010 -2.664
C -0.579 -2.352 1.794
C 2.800 1.837 -3.836
C 0.644 -3.905 3.133
H 3.903 0.827 0.295
C -3.084 1.772 1.144
O 3.829 -1.494 1.954
N 2.914 0.879 0.095
S -4.153 1.045 -4.057
O -4.937 -0.690 -5.884
N -3.953 0.905 0.630
Cl 0.127 3.419 -1.339
*
```

## Properties
- Kohn-Sham gap (spin up / spin down): 5.514 / 5.531 eV
- HOMO level (spin up / spin down): -10.9 / -10.9 eV
- Max |F|: 0.022 Eh/bohr
- E_tot: -6530.51797 a.u.



No. 3
ORCA calculation (ωB97M-V with the def2-TZVPD basis set) on a molecular structure, C33H26N8O4Re.

```
! RIJCOSX wB97M-V def2-TZVPD def2/J DEFGRID3
* xyz 2 4
H -3.932 5.431 2.755
H 2.636 5.791 1.392
C 2.177 3.914 0.495
C 1.108 2.292 1.928
C -2.713 2.186 2.128
H -3.233 -5.398 -0.577
C 0.316 0.720 -5.557
C 2.203 4.811 1.548
C 1.616 2.658 0.669
C 1.591 0.066 -3.646
N 2.265 -1.036 -0.319
C 4.057 -1.693 0.833
N 0.297 0.079 1.346
C -1.163 -3.799 2.271
O -0.634 -1.380 -0.409
C 0.643 -4.889 -2.331
H 1.697 5.190 3.613
N 1.510 -4.504 -1.346
O -3.485 5.289 3.600
N 0.633 0.488 -2.823
O 1.591 1.826 -0.401
O -2.069 3.850 4.511
C 2.442 -2.331 -0.552
C 1.622 -3.152 -1.423
H 0.372 -5.919 -2.485
N 0.885 -2.657 -2.387
H 1.919 -5.126 -0.667
C 1.150 3.224 2.985
H -1.743 5.309 1.207
C 1.681 4.477 2.800
C -0.710 -1.806 0.853
N 3.517 -2.752 0.126
H -2.946 -6.587 1.569
C 0.268 -3.737 -2.964
H -1.024 4.059 -0.804
C 0.541 1.010 2.212
C -1.743 -5.044 2.448
H -2.492 0.421 0.928
C -1.930 4.244 1.140
H -2.207 2.283 -2.628
C -2.661 4.232 3.545
H 3.354 0.385 0.896
H -0.592 -3.336 3.066
H -3.148 1.662 2.969
C 1.469 0.180 -5.025
H -1.586 1.637 -5.073
C -2.647 -4.951 0.216
C -2.486 -5.618 1.423
H 0.263 0.776 3.236
H 2.277 -0.156 -5.659
H -1.620 -5.568 3.386
H -0.407 -3.632 -3.797
H 4.931 -1.793 1.452
H 2.579 4.170 -0.477
C -2.062 -3.708 0.029
C -0.680 1.182 -4.697
Re 0.558 0.195 -0.674
N -1.108 1.427 -1.112
H -2.177 -3.181 -0.908
H 2.466 -0.372 -3.190
H 3.904 -3.682 0.098
H 0.738 2.942 3.947
C 3.272 -0.632 0.554
C -2.339 1.492 0.995
C -0.480 1.061 -3.345
C -1.541 3.550 0.001
C -1.326 -3.129 1.060
C -1.380 1.638 -2.339
C -1.726 2.179 -0.044
H 0.191 0.800 -6.629
C -2.476 3.557 2.214
N -0.275 -1.108 1.848
*
```

## Properties
- Kohn-Sham gap (spin up / spin down): 6.754 / 6.213 eV
- Expectation value of S²: 3.774
- HOMO level (spin up / spin down): -13.4 / -13.6 eV
- Max |F|: 0.011 Eh/bohr
- E_tot: -2090.04582 a.u.



No. 4
ORCA calculation (ωB97M-V with the def2-TZVPD basis set) on 2 unconnected molecules or ions with the total composition C6H10O.

```
! RIJCOSX wB97M-V def2-TZVPD def2/J DEFGRID3
* xyz 0 1
H -2.843 0.320 -0.046
C -0.776 -0.083 -0.569
H 0.958 -1.459 -0.887
H -0.956 -0.246 -1.633
H 2.098 1.144 -1.872
H 0.331 -0.875 2.129
C 0.483 -0.820 -0.143
C 1.320 0.232 0.507
O -0.423 1.345 -0.443
H 0.824 2.365 0.820
C 1.000 -0.991 1.278
H 1.822 1.455 -2.487
H 1.758 -1.758 1.417
H -2.364 -1.388 0.027
C 0.650 1.390 0.375
C -2.035 -0.363 0.227
H -1.848 -0.269 1.301
*
```

## Properties
- Kohn-Sham gap: 9.068 eV
- HOMO level: -8.1 eV
- Structure (SMILES): C[C@H]1OC=C2C[C@H]21.[H][H]
- Max |F|: 0.006 Eh/bohr
- E_tot: -309.70723 a.u.



No. 5
ORCA calculation (ωB97M-V with the def2-TZVPD basis set) on a molecular structure, C27H34N4O2PtS2 in a non-equilibrium geometry.

```
! RIJCOSX wB97M-V def2-TZVPD def2/J DEFGRID3
* xyz 2 1
C 0.555 -2.271 4.243
H 3.921 1.684 -0.946
H -2.204 3.752 -2.022
S -2.829 -1.095 -1.087
H -1.751 4.464 3.742
N -2.435 -3.404 -2.067
H -1.951 4.095 0.084
C -0.735 1.680 -4.227
H 5.490 -2.750 3.332
S -0.086 -2.268 -1.757
N -0.656 1.035 0.601
C -1.991 3.804 -4.726
H 1.323 -2.284 5.015
C -1.630 2.918 -2.397
H 3.314 -3.603 4.011
H 0.394 -1.232 3.948
C -1.643 3.207 2.005
C 2.364 -1.681 1.319
C -2.218 4.384 2.758
H -1.370 6.088 2.308
H -1.187 2.022 3.748
C 3.720 -1.234 0.893
C -0.226 0.775 -3.322
C -0.679 1.020 1.935
C 4.793 -1.625 1.645
H 4.126 -2.094 -1.662
C 3.425 1.030 -0.229
H 1.202 -4.120 3.379
O -2.821 4.688 -4.012
H -4.766 -2.324 -0.386
H 4.051 -0.526 -2.472
H -0.013 -3.871 1.196
O -2.128 5.575 2.011
N 1.231 -1.324 0.820
H -1.025 -3.840 2.645
C -4.328 -2.095 -1.354
H 3.541 1.462 0.766
H -0.293 0.126 2.406
H 2.600 -1.226 -1.759
H -3.280 4.184 2.926
H -0.573 1.518 -5.284
H -0.684 -2.345 1.764
C 3.675 -1.102 -1.625
H -4.299 -4.257 -1.645
C -1.608 3.218 0.613
H 2.351 1.066 -0.468
H 5.790 -1.305 1.378
C 4.614 -2.458 2.762
C -1.176 2.080 2.668
H -3.160 5.367 -4.604
C -1.067 2.000 -1.536
H -5.032 -1.505 -1.934
C -1.123 2.116 -0.056
H 5.094 -0.250 -0.323
Pt 0.485 -0.289 -0.624
H -2.528 3.294 -5.533
C 0.940 -3.122 3.015
C -0.262 -3.295 2.088
C -1.779 -2.335 -1.665
C -3.898 -3.360 -2.112
H -1.136 4.322 -5.178
C 2.237 -2.583 2.472
H -4.231 -3.335 -3.150
C 3.380 -2.939 3.159
C 4.009 -0.381 -0.319
N -0.389 0.927 -1.998
H 0.310 -0.108 -3.638
H -1.924 -4.189 -2.448
C -1.454 2.777 -3.767
H -0.368 -2.655 4.674
*
```

## Properties
- Kohn-Sham gap (spin up / spin down): 6.546 / 6.545 eV
- HOMO level (spin up / spin down): -13.7 / -13.7 eV
- Max |F|: 0.024 Eh/bohr
- E_tot: -2333.92713 a.u.



No. 6
ORCA calculation (ωB97M-V with the def2-TZVPD basis set) on C6H12 in the gas phase.

```
! RIJCOSX wB97M-V def2-TZVPD def2/J DEFGRID3
* xyz 0 1
C 1.386 -0.259 0.211
H 0.962 1.779 -0.357
H 1.219 -0.061 1.277
H -2.596 0.893 0.859
C -1.222 -0.274 -0.350
H -0.932 0.935 1.430
H -1.805 -0.313 -1.271
H 0.408 -1.329 -1.398
C 1.752 1.038 -0.505
H 1.857 0.872 -1.584
H 2.694 1.449 -0.130
C -1.550 0.920 0.525
C 0.163 -0.881 -0.435
H -0.901 -1.589 1.395
H -1.406 1.870 -0.001
H -1.338 -2.502 -0.132
H 2.239 -0.952 0.159
C -0.931 -1.596 0.307
*
```

## Properties
- Kohn-Sham gap: 11.103 eV
- HOMO level: -9.9 eV
- Structure (SMILES): CC[C@H]1C[C@H]1C
- Max |F|: 0.006 Eh/bohr
- E_tot: -235.78105 a.u.



No. 7
ORCA calculation (ωB97M-V with the def2-TZVPD basis set) on 3 unconnected molecules or ions with the total composition C4H17N2O2 in a non-equilibrium geometry.

```
! RIJCOSX wB97M-V def2-TZVPD def2/J DEFGRID3
* xyz 2 2
H -0.607 -2.832 0.656
H 1.767 -0.078 1.155
N -0.608 -0.024 -0.587
C -0.086 -1.037 1.758
O -0.601 6.750 -1.861
N 1.404 -1.024 1.310
H -2.555 -0.797 -1.024
H -0.631 0.926 1.246
C -0.869 -0.046 0.837
H 1.995 -1.418 2.051
H -0.059 -0.656 2.768
O 3.011 -1.110 -1.124
C -1.621 -0.503 -1.499
C -0.495 -2.479 1.679
H -1.209 -1.279 -2.158
H -1.514 -2.625 2.012
H 2.709 -0.942 -2.027
H 3.699 -0.432 -1.034
H 1.501 -1.496 0.405
H -1.871 0.332 -2.168
H 0.081 6.683 -2.531
H -1.486 6.652 -2.238
H -0.141 0.814 -0.919
H 0.101 -3.141 2.287
H -1.917 -0.237 1.007
*
```

## Properties
- Kohn-Sham gap (spin up / spin down): 8.055 / 3.057 eV
- Expectation value of S²: 0.754
- HOMO level (spin up / spin down): -15.3 / -15.3 eV
- Max |F|: 0.039 Eh/bohr
- E_tot: -421.88066 a.u.



What did the second record say?
ORCA calculation (ωB97M-V with the def2-TZVPD basis set) on a molecular structure, C22H8Cl5N6O8S6W in a non-equilibrium geometry.

```
! RIJCOSX wB97M-V def2-TZVPD def2/J DEFGRID3
* xyz 1 1
C 2.017 2.733 -3.112
S -3.595 3.077 2.141
W -0.638 0.423 -0.425
C 1.841 -3.443 2.621
C -2.926 0.527 -2.941
S 2.813 2.825 1.895
C -1.886 -1.749 1.475
N 0.789 1.647 0.843
H -4.921 0.965 0.905
Cl 3.598 -0.624 -4.530
O 1.755 -5.407 4.449
O -0.385 -5.342 4.586
C -1.954 3.567 2.360
C 0.311 2.653 1.675
H 2.510 0.111 -0.431
Cl 3.921 2.418 -4.993
C 2.123 1.647 0.840
H -1.701 4.400 2.988
C 2.643 0.468 -3.613
C -4.229 -0.507 -4.955
C -0.563 -3.369 2.749
Cl 1.584 -1.703 -2.452
S -3.091 -1.755 -4.327
O -2.934 -2.036 1.995
H 2.785 -3.841 2.969
S -2.266 1.549 -1.824
C 0.600 -1.892 1.194
C 1.790 -2.466 1.652
O -1.857 -0.816 0.517
C 1.103 2.228 -2.180
O 0.656 -0.920 0.276
N 3.095 -2.015 1.152
S -1.216 -1.331 -2.095
H -1.490 -3.711 3.184
C -1.131 2.736 1.702
C 1.237 3.374 2.327
Cl 2.176 4.422 -3.380
N -1.758 1.736 0.955
C -2.438 -0.772 -3.063
H 1.095 4.176 3.028
N 0.672 -4.982 4.139
H -3.590 -0.020 0.384
C 0.928 0.871 -1.916
O 3.302 -2.106 -0.032
C 1.716 0.010 -2.664
C -0.579 -2.352 1.794
C 2.800 1.837 -3.836
C 0.644 -3.905 3.133
H 3.903 0.827 0.295
C -3.084 1.772 1.144
O 3.829 -1.494 1.954
N 2.914 0.879 0.095
S -4.153 1.045 -4.057
O -4.937 -0.690 -5.884
N -3.953 0.905 0.630
Cl 0.127 3.419 -1.339
*
```

## Properties
- Kohn-Sham gap (spin up / spin down): 5.514 / 5.531 eV
- HOMO level (spin up / spin down): -10.9 / -10.9 eV
- Max |F|: 0.022 Eh/bohr
- E_tot: -6530.51797 a.u.



Question: What is the formula in the first record?
Answer: C15H3Br4Cl5IN2O3Pd



Repeat the third record exactly.
ORCA calculation (ωB97M-V with the def2-TZVPD basis set) on a molecular structure, C33H26N8O4Re.

```
! RIJCOSX wB97M-V def2-TZVPD def2/J DEFGRID3
* xyz 2 4
H -3.932 5.431 2.755
H 2.636 5.791 1.392
C 2.177 3.914 0.495
C 1.108 2.292 1.928
C -2.713 2.186 2.128
H -3.233 -5.398 -0.577
C 0.316 0.720 -5.557
C 2.203 4.811 1.548
C 1.616 2.658 0.669
C 1.591 0.066 -3.646
N 2.265 -1.036 -0.319
C 4.057 -1.693 0.833
N 0.297 0.079 1.346
C -1.163 -3.799 2.271
O -0.634 -1.380 -0.409
C 0.643 -4.889 -2.331
H 1.697 5.190 3.613
N 1.510 -4.504 -1.346
O -3.485 5.289 3.600
N 0.633 0.488 -2.823
O 1.591 1.826 -0.401
O -2.069 3.850 4.511
C 2.442 -2.331 -0.552
C 1.622 -3.152 -1.423
H 0.372 -5.919 -2.485
N 0.885 -2.657 -2.387
H 1.919 -5.126 -0.667
C 1.150 3.224 2.985
H -1.743 5.309 1.207
C 1.681 4.477 2.800
C -0.710 -1.806 0.853
N 3.517 -2.752 0.126
H -2.946 -6.587 1.569
C 0.268 -3.737 -2.964
H -1.024 4.059 -0.804
C 0.541 1.010 2.212
C -1.743 -5.044 2.448
H -2.492 0.421 0.928
C -1.930 4.244 1.140
H -2.207 2.283 -2.628
C -2.661 4.232 3.545
H 3.354 0.385 0.896
H -0.592 -3.336 3.066
H -3.148 1.662 2.969
C 1.469 0.180 -5.025
H -1.586 1.637 -5.073
C -2.647 -4.951 0.216
C -2.486 -5.618 1.423
H 0.263 0.776 3.236
H 2.277 -0.156 -5.659
H -1.620 -5.568 3.386
H -0.407 -3.632 -3.797
H 4.931 -1.793 1.452
H 2.579 4.170 -0.477
C -2.062 -3.708 0.029
C -0.680 1.182 -4.697
Re 0.558 0.195 -0.674
N -1.108 1.427 -1.112
H -2.177 -3.181 -0.908
H 2.466 -0.372 -3.190
H 3.904 -3.682 0.098
H 0.738 2.942 3.947
C 3.272 -0.632 0.554
C -2.339 1.492 0.995
C -0.480 1.061 -3.345
C -1.541 3.550 0.001
C -1.326 -3.129 1.060
C -1.380 1.638 -2.339
C -1.726 2.179 -0.044
H 0.191 0.800 -6.629
C -2.476 3.557 2.214
N -0.275 -1.108 1.848
*
```

## Properties
- Kohn-Sham gap (spin up / spin down): 6.754 / 6.213 eV
- Expectation value of S²: 3.774
- HOMO level (spin up / spin down): -13.4 / -13.6 eV
- Max |F|: 0.011 Eh/bohr
- E_tot: -2090.04582 a.u.